DFT (ωB97M-V/def2-TZVPD) results for C16H57BGaO11 as an isolated structure.

E_tot   -3420.86865 hartree
Orbital gap   5.369 eV
Total charge   -1
Spin multiplicity   1

Element x y z (Å)
1 C -3.942968 -3.284367 -1.134623
2 C -3.178849 -2.217666 -1.932781
3 C -2.088500 -1.474841 -1.146014
4 C -0.650675 -1.922516 -1.471232
5 C 0.327079 -1.386174 -0.398437
6 Ga -0.370487 -3.943046 -1.714823
7 B 1.682992 -4.367377 -2.193463
8 C 2.934009 -3.443461 -1.880204
9 O 2.035445 -5.605740 -2.795911
10 H -4.919633 -2.918182 -0.806010
11 H -3.371357 -3.593517 -0.257323
12 H -4.110170 -4.190791 -1.720638
13 H -2.716292 -2.691470 -2.798432
14 H -3.911613 -1.488249 -2.300518
15 H -2.266749 -1.611426 -0.071703
16 H -2.191410 -0.395019 -1.324197
17 H -0.387408 -1.444127 -2.425926
18 H -0.214712 -0.925387 0.430479
19 H 0.944065 -2.176785 0.040684
20 H 1.010311 -0.627004 -0.796347
21 H -1.322367 -4.585448 -2.887014
22 H -0.717403 -4.677650 -0.314374
23 H 3.853315 -3.768097 -2.382415
24 H 2.721057 -2.398333 -2.124130
25 H 3.116462 -3.454694 -0.796845
26 H 1.786011 -5.628084 -3.724695
27 C -1.126775 -6.100202 2.615685
28 O 0.021357 -5.328946 2.325246
29 H -1.704609 -5.543502 3.353537
30 H -1.748731 -6.241018 1.726620
31 H -0.882473 -7.078422 3.041037
32 H 0.502989 -5.763959 1.615867
33 C -2.206004 2.263930 -3.292928
34 O -2.772376 2.296243 -1.990747
35 H -1.141942 2.072988 -3.173195
36 H -2.629822 1.470084 -3.910671
37 H -2.341555 3.223076 -3.806198
38 H -3.717974 2.439299 -2.079148
39 C -2.948068 -1.338499 -5.501148
40 O -1.954837 -0.333412 -5.715168
41 H -3.709535 -0.899357 -4.861046
42 H -3.414673 -1.641752 -6.442565
43 H -2.532765 -2.210156 -4.994508
44 H -1.259819 -0.717790 -6.254968
45 C -0.972378 -8.183897 5.787475
46 O -2.235708 -8.084403 5.151695
47 H -0.411637 -8.945594 5.249306
48 H -0.412120 -7.246404 5.734980
49 H -1.059071 -8.491853 6.834185
50 H -2.746100 -7.400058 5.591677
51 C 0.831501 2.290997 1.597210
52 O 0.017943 1.186209 1.953198
53 H 1.579369 1.910748 0.903816
54 H 0.258918 3.072890 1.087589
55 H 1.341671 2.731351 2.459162
56 H -0.666666 1.484040 2.556881
57 C -3.268697 3.351352 -7.127965
58 O -3.846551 2.200799 -6.537694
59 H -4.073236 3.927993 -7.580595
60 H -2.765305 3.985463 -6.393394
61 H -2.548362 3.090885 -7.910569
62 H -3.127607 1.682083 -6.154508
63 C 2.274367 2.891946 5.664616
64 O 1.748133 3.929437 4.839678
65 H 3.329154 2.803584 5.412917
66 H 2.195451 3.136264 6.724518
67 H 1.789674 1.933329 5.461947
68 H 0.814356 4.027803 5.041303
69 C -0.441943 5.888742 -6.725273
70 O -1.327702 5.857600 -7.834715
71 H -0.965842 6.402313 -5.921878
72 H -0.180746 4.884874 -6.379226
73 H 0.477174 6.438099 -6.947145
74 H -0.892927 5.399120 -8.558224
75 C 4.289485 5.443234 8.110381
76 O 3.499539 4.329119 8.511497
77 H 4.985631 5.087968 7.357655
78 H 3.682866 6.235428 7.665418
79 H 4.862528 5.855728 8.945692
80 H 2.867616 4.621948 9.172777
81 C 7.095132 5.727121 5.166261
82 O 6.578064 6.661005 6.104643
83 H 6.237714 5.236726 4.710498
84 H 7.673304 6.215411 4.377629
85 H 7.717020 4.965805 5.644809
86 H 7.313447 7.115644 6.522964

Cartesian forces, eV/Å:
C 0.1 -0.2 0.0
C -0.3 0.2 0.0
C 0.1 0.0 0.0
C -0.1 0.0 0.1
C -0.1 -0.1 -0.1
Ga 0.1 0.0 -0.2
B -0.1 0.0 -0.1
C 0.1 0.0 0.2
O 0.5 0.3 -0.3
H 0.1 0.0 0.1
H 0.0 0.0 0.0
H 0.0 0.0 -0.1
H 0.0 0.0 0.0
H 0.0 0.0 -0.1
H 0.0 -0.1 0.0
H 0.0 0.0 0.1
H 0.0 -0.1 -0.1
H 0.1 0.1 0.0
H 0.0 0.0 0.0
H 0.0 0.0 0.0
H 0.0 0.0 0.0
H 0.0 -0.1 0.0
H 0.0 0.0 0.0
H 0.0 0.0 0.0
H 0.0 0.0 0.0
H -0.4 -0.3 0.2
C 0.0 0.1 -0.1
O 0.2 -0.2 0.4
H 0.0 0.0 0.0
H 0.0 0.0 0.0
H 0.0 0.0 0.0
H -0.1 0.2 -0.2
C 0.0 0.1 0.0
O 0.0 0.1 0.0
H 0.0 0.0 0.0
H 0.0 -0.1 0.1
H 0.0 0.0 0.0
H 0.0 -0.1 0.0
C 0.0 0.0 0.0
O -0.1 0.1 -0.1
H 0.0 0.0 0.0
H 0.0 0.0 0.0
H 0.0 0.0 0.0
H 0.1 0.0 0.1
C 0.0 0.0 -0.1
O -0.1 -0.1 0.1
H 0.0 0.0 0.0
H 0.0 0.0 0.0
H 0.0 0.0 0.0
H 0.0 0.0 0.0
C 0.0 0.0 -0.1
O 0.0 0.0 0.2
H 0.0 0.0 0.0
H 0.0 0.0 0.0
H 0.0 0.0 0.0
H 0.0 0.0 0.0
C 0.0 0.0 0.0
O 0.2 0.1 0.0
H 0.0 0.0 0.0
H 0.0 0.0 0.0
H 0.0 0.0 0.0
H -0.1 -0.2 0.0
C 0.0 0.0 -0.1
O 0.0 0.0 0.0
H 0.0 0.0 0.0
H 0.0 0.0 0.0
H 0.0 0.0 0.0
H 0.0 0.0 0.0
C 0.0 0.0 0.0
O 0.1 0.1 0.0
H 0.0 0.0 0.0
H 0.0 0.0 0.0
H 0.0 0.0 0.0
H 0.0 0.0 0.0
C -0.1 -0.1 0.0
O 0.0 0.0 0.1
H 0.0 0.0 0.0
H 0.0 0.0 0.0
H 0.0 0.0 0.0
H 0.0 0.0 0.0
C -0.1 0.0 0.0
O 0.1 0.0 0.0
H 0.0 0.0 0.0
H 0.0 0.0 0.0
H 0.0 0.0 0.0
H 0.0 0.0 0.0